1.
71
Properties=species:S:1:pos:R:3:mulliken_charge:R:1 method="wB97M-V/def2-TZVPD" homo_lumo_gap_ev="8.0 / 8.0" charge=-1 e_lumo_ev="2.6 / 2.6" multiplicity=3 s_squared=2.005 relative_energy_kcal_mol=4.81
Ni 0.0901 -0.7084 -0.2980 0.563
O 2.0471 -0.5365 -0.4903 -0.937
C 2.1103 -0.0488 -1.7643 3.235
C 2.0321 1.5114 -1.7474 -1.897
C 0.7859 2.0990 -1.1325 0.851
C 0.6037 3.4775 -1.2239 -1.178
C -0.4163 4.0745 -0.5047 -0.774
C -1.2161 3.2861 0.2997 -0.952
C -1.0411 1.9037 0.2903 0.306
C -1.9191 1.0266 1.1126 -0.478
C -1.0849 0.2024 2.1785 2.976
O -0.0516 -0.4836 1.6291 -0.870
C -1.9792 -0.8253 2.8885 -0.593
C -1.2907 -1.7615 3.6568 -0.440
C -1.9413 -2.8197 4.2583 -0.889
C -3.3077 -2.9694 4.0894 -0.403
C -3.9993 -2.0485 3.3238 -1.065
C -3.3496 -0.9736 2.7340 0.441
C -0.5747 1.2443 3.1860 -0.402
C -1.3815 1.7364 4.2040 -0.332
C -0.8750 2.6472 5.1146 -0.926
C 0.4317 3.0892 5.0080 -0.465
C 1.2302 2.6205 3.9785 -0.800
C 0.7306 1.7045 3.0711 -0.398
N -0.0703 1.3438 -0.4469 0.760
C 3.4834 -0.3962 -2.3569 -0.503
C 3.7314 -0.5119 -3.7161 -0.266
C 5.0036 -0.8335 -4.1620 -0.922
C 6.0357 -1.0358 -3.2607 -0.482
C 5.7889 -0.9216 -1.9025 -0.813
C 4.5203 -0.6070 -1.4569 -0.278
C 0.9995 -0.6628 -2.6365 -0.253
C 0.2736 0.0371 -3.5983 -0.297
C -0.6461 -0.6216 -4.3976 -0.932
C -0.8508 -1.9837 -4.2558 -0.586
C -0.1550 -2.6886 -3.2879 -0.752
C 0.7610 -2.0340 -2.4804 -0.184
H 2.2033 1.9195 -2.7467 0.472
H 2.8672 1.8330 -1.1147 0.751
H 1.2672 4.0711 -1.8367 0.486
H -0.5745 5.1424 -0.5605 0.401
H -1.9862 3.7254 0.9146 0.500
H -2.4059 0.2980 0.4619 -0.786
H -2.6668 1.6268 1.6356 0.965
H -0.2191 -1.6537 3.7306 0.398
H -1.3807 -3.5386 4.8422 0.386
H -3.8192 -3.8128 4.5346 0.389
H -5.0604 -2.1779 3.1669 0.414
H -3.9294 -0.2794 2.1434 0.356
H -2.4042 1.3939 4.2920 0.426
H -1.5023 3.0054 5.9181 0.395
H 0.8285 3.7863 5.7328 0.379
H 2.2513 2.9633 3.8927 0.409
H 1.3407 1.3077 2.2714 0.449
H 2.9300 -0.3651 -4.4273 0.375
H 5.1920 -0.9307 -5.2230 0.393
H 7.0249 -1.2966 -3.6152 0.375
H 6.5866 -1.0818 -1.1901 0.399
H 4.2873 -0.5408 -0.4050 0.430
H 0.4072 1.1018 -3.7288 0.392
H -1.2168 -0.0628 -5.1284 0.406
H -1.5696 -2.4883 -4.8871 0.501
H -0.3420 -3.7439 -3.1442 0.358
H 1.3387 -2.5871 -1.7456 0.513
Cl -3.8730 -1.5847 -3.2823 -0.206
C -3.9915 -1.9977 -1.5691 -0.060
Cl -4.8007 -0.6927 -0.7029 -0.200
C -2.5317 -2.2763 -0.9912 0.500
O -2.3280 -3.4413 -0.7088 -0.732
O -1.8185 -1.2629 -0.9400 -0.766
H -4.6143 -2.8900 -1.4959 0.466

2.
75
Properties=species:S:1:pos:R:3:mulliken_charge:R:1 method="wB97M-V/def2-TZVPD" homo_lumo_gap_ev=7.2 charge=+1 e_lumo_ev=-3.5 relative_energy_kcal_mol=23.17
Pd -0.1678 1.8453 0.0921 0.284
O 0.8358 2.2138 2.2490 -0.733
S 2.1624 2.1953 1.5987 1.259
O 3.0983 3.2327 1.8791 -0.636
N 1.7537 2.1097 0.0481 0.237
C 2.2478 2.7714 -1.0789 0.489
C 3.5239 3.2185 -1.2983 -0.694
C 3.8529 3.7990 -2.5433 -0.946
C 2.9376 3.9164 -3.5515 -0.973
C 1.6094 3.4761 -3.3459 1.042
C 0.5810 3.5417 -4.3160 -0.584
C -0.6759 3.0959 -4.0183 -1.135
C -0.9446 2.6023 -2.7287 -0.205
N -0.0112 2.5421 -1.8090 -0.466
C 1.2720 2.9357 -2.0971 0.282
C 2.8564 0.6274 1.9895 0.279
C 4.0898 0.2980 1.4369 -0.564
C 4.6462 -0.9348 1.7261 -0.704
C 3.9780 -1.8222 2.5635 -0.604
C 2.7553 -1.4787 3.1169 -0.449
C 2.1831 -0.2460 2.8299 -0.182
H 4.2747 3.1352 -0.5251 0.469
H 4.8650 4.1484 -2.6960 0.406
H 3.2133 4.3464 -4.5051 0.434
H 0.8042 3.9450 -5.2960 0.455
H -1.4717 3.1230 -4.7483 0.453
H -1.9301 2.2569 -2.4402 0.730
H 4.6121 1.0015 0.8008 0.283
H 5.6066 -1.2031 1.3069 0.466
H 4.4191 -2.7844 2.7884 0.452
H 2.2438 -2.1684 3.7748 0.433
H 1.2381 0.0465 3.2653 0.479
C -4.2543 2.7196 1.1610 -1.315
C -2.7742 2.5003 1.2004 0.844
N -2.0990 2.8827 2.2755 -0.157
O -2.2339 1.9504 0.2120 -0.239
H -4.6265 3.2451 2.0371 0.420
H -4.7423 1.7476 1.0891 0.283
H -4.5015 3.2837 0.2635 0.303
H -2.5876 3.3082 3.0447 0.260
H -1.0984 2.7337 2.3725 0.125
F 3.5272 -5.6951 0.4638 -0.354
C 2.6164 -4.7102 0.4389 0.304
C 2.8804 -3.5825 -0.3144 -0.888
C 1.9421 -2.5624 -0.3177 -0.479
C 0.7527 -2.6802 0.3995 0.377
C 0.5234 -3.8301 1.1499 -0.518
C 1.4579 -4.8560 1.1767 -0.696
Sb -0.5719 -1.0339 0.4225 1.522
C -1.5299 -1.2039 -1.4664 0.161
C -0.8128 -1.5585 -2.6066 -0.342
C -1.3934 -1.4924 -3.8655 -0.648
C -2.7014 -1.0591 -3.9621 0.287
F -3.2695 -0.9825 -5.1767 -0.347
C -3.4476 -0.7024 -2.8553 -0.731
C -2.8485 -0.7748 -1.6053 -0.418
C -2.1378 -1.7120 1.6651 0.025
C -2.9441 -2.8000 1.3272 -0.304
C -3.9765 -3.2028 2.1589 -0.762
C -4.1882 -2.5000 3.3318 0.280
F -5.1854 -2.8836 4.1400 -0.333
C -3.4143 -1.4178 3.7007 -0.640
C -2.3861 -1.0283 2.8527 -0.442
H 3.8069 -3.5107 -0.8676 0.473
H 2.1638 -1.6574 -0.8746 0.485
H -0.3869 -3.9374 1.7277 0.399
H 1.2991 -5.7573 1.7530 0.485
H 0.2112 -1.9061 -2.5265 0.374
H -0.8541 -1.7752 -4.7592 0.506
H -4.4742 -0.3854 -2.9805 0.462
H -3.4259 -0.4934 -0.7318 0.417
H -2.7750 -3.3380 0.4011 0.558
H -4.6129 -4.0423 1.9151 0.456
H -3.6180 -0.9060 4.6313 0.486
H -1.7683 -0.1798 3.1303 0.261

3.
72
Properties=species:S:1:pos:R:3:mulliken_charge:R:1 method="wB97M-V/def2-TZVPD" homo_lumo_gap_ev=4.8 charge=-2 e_lumo_ev=3.6
Na 2.2226 -0.1609 3.3916 0.594
C 2.6343 1.3223 5.4847 -0.766
C 1.9224 0.2009 5.9569 -0.694
C 0.5508 0.4703 5.8232 -0.457
C 0.4111 1.7591 5.2793 -0.435
C 1.6933 2.2837 5.0618 -0.602
H 3.7097 1.4529 5.5143 0.439
H 2.3581 -0.6856 6.4029 0.373
H -0.2606 -0.1936 6.0953 0.398
H -0.5291 2.2499 5.0566 0.525
H 1.9276 3.2680 4.6718 0.406
O 2.3905 0.8285 1.3875 -0.039
C 3.4380 0.5557 0.4474 2.161
C 4.4641 -0.4120 1.2186 0.039
O 5.4721 -0.7261 0.5710 -0.763
O 4.1210 -0.6803 2.3834 -0.775
C 4.0965 1.8894 0.1266 -0.085
C 5.1134 2.3896 0.9343 -0.491
C 5.6036 3.6712 0.7378 -0.846
C 5.0834 4.4762 -0.2663 -0.341
C 4.0670 3.9889 -1.0749 -0.838
C 3.5802 2.7041 -0.8795 -0.087
C 2.9693 -0.1714 -0.7881 -0.935
C 1.6973 -0.7248 -0.8758 0.069
C 1.2882 -1.4130 -2.0106 -0.748
C 2.1584 -1.5708 -3.0776 -0.410
C 3.4395 -1.0382 -2.9923 -0.954
C 3.8423 -0.3433 -1.8648 -0.071
H 1.7236 1.3760 0.9556 0.192
H 5.5120 1.7570 1.7176 0.425
H 6.3930 4.0471 1.3783 0.373
H 5.4666 5.4785 -0.4200 0.372
H 3.6445 4.6102 -1.8566 0.365
H 2.7894 2.3233 -1.5165 0.413
H 1.0178 -0.6288 -0.0449 0.253
H 0.2840 -1.8190 -2.0506 0.486
H 1.8444 -2.1061 -3.9661 0.405
H 4.1319 -1.1673 -3.8173 0.345
H 4.8460 0.0532 -1.7951 0.455
C -7.8178 -1.0107 -5.6733 -0.823
O -7.3229 -2.2608 -5.2696 -0.454
C -6.3573 -2.2497 -4.2792 0.867
C -5.9808 -3.4860 -3.7689 -0.606
C -5.0295 -3.5729 -2.7723 -0.216
C -4.4187 -2.4263 -2.2374 -0.244
C -4.8006 -1.1901 -2.7835 -0.184
C -5.7538 -1.1012 -3.7850 -0.698
N -3.4927 -2.6129 -1.2247 -0.703
N -3.0639 -1.5139 -0.7167 0.186
C -2.1145 -1.5936 0.2268 -0.163
C -1.5392 -2.8059 0.6946 -0.412
C -0.5921 -2.8400 1.6671 -1.113
C -0.0760 -1.6511 2.3008 1.115
O 0.8028 -1.6830 3.1689 -0.794
C -0.6700 -0.3786 1.8359 -0.451
N -0.1934 0.7399 2.3969 0.087
C -0.6595 1.9050 2.0125 -0.476
C -1.6430 2.0364 1.0238 -1.077
C -2.1335 0.9009 0.4257 -0.581
C -1.6558 -0.3592 0.8218 1.557
H -8.6561 -1.2100 -6.3397 0.231
H -7.0630 -0.4276 -6.2135 0.307
H -8.1725 -0.4195 -4.8223 0.339
H -6.4516 -4.3766 -4.1687 0.362
H -4.7453 -4.5391 -2.3743 0.400
H -4.3271 -0.2993 -2.3963 0.341
H -6.0121 -0.1248 -4.1754 0.324
H -1.8923 -3.7189 0.2334 0.407
H -0.1760 -3.7831 2.0012 0.387
H -0.2285 2.7738 2.5035 0.537
H -1.9984 3.0197 0.7410 0.407
H -2.8833 0.9446 -0.3526 0.385

4.
69
Properties=species:S:1:pos:R:3:mulliken_charge:R:1 method="wB97M-V/def2-TZVPD" homo_lumo_gap_ev=4.2 charge=+1 e_lumo_ev=-6.7 relative_energy_kcal_mol=1.51
C 0.7716 -0.2274 0.3217 0.998
C -0.3044 -0.4348 1.3506 0.835
C 0.0739 -0.3969 2.6466 -1.253
C -1.7378 -0.6939 0.9026 -0.778
Si -2.4278 0.6137 -0.2796 -0.016
C -1.6328 2.2873 0.0293 0.752
C -0.6139 2.7865 -0.7951 -0.333
C 0.0395 3.9818 -0.4661 -0.685
C -0.3381 4.7111 0.6637 -0.498
C -1.3800 4.2382 1.4644 -0.719
C -2.0194 3.0298 1.1551 -0.291
C -2.1987 0.0964 -2.0486 0.725
C -3.1131 0.5827 -2.9972 -0.598
C -2.9363 0.3087 -4.3590 -0.598
C -1.8640 -0.4863 -4.7870 -0.543
C -0.9916 -1.0289 -3.8342 -0.614
C -1.1925 -0.7823 -2.4698 -0.207
C -4.2669 0.8294 -0.0192 0.239
C -4.8654 2.0831 -0.2145 0.086
C -6.2540 2.2335 -0.0879 -0.745
C -7.0526 1.1418 0.2660 -0.478
C -6.4509 -0.1010 0.4903 -0.695
C -5.0627 -0.2560 0.3721 -0.466
H 0.6667 -0.9294 -0.5117 -0.046
H 0.7811 0.7987 -0.0759 0.131
H 1.7592 -0.4115 0.7686 -1.344
H -0.6377 -0.4090 3.4707 0.311
H 1.1248 -0.2800 2.8769 0.183
H -1.8403 -1.6899 0.4201 0.490
H -2.4321 -0.7048 1.7606 0.573
H -0.3305 2.2415 -1.6986 0.485
H 0.8501 4.3419 -1.0977 0.415
H 0.1839 5.6343 0.9272 0.388
H -1.6997 4.8060 2.3378 0.398
H -2.8231 2.6617 1.8008 0.429
H -3.9765 1.1653 -2.6687 0.340
H -3.6368 0.7166 -5.0896 0.399
H -1.7159 -0.6915 -5.8525 0.367
H -0.1530 -1.6547 -4.1506 0.390
H -0.5783 -1.2989 -1.7351 0.118
H -4.2459 2.9564 -0.4339 0.420
H -6.7111 3.2075 -0.2586 0.401
H -8.1358 1.2543 0.3613 0.374
H -7.0619 -0.9590 0.7687 0.389
H -4.5917 -1.2113 0.6134 0.330
F 7.2565 -0.2008 -1.2166 -0.272
C 6.4930 0.0166 -0.0876 0.070
C 7.0074 0.8708 0.8895 -0.539
C 6.1753 1.1403 1.9792 0.147
F 6.5551 2.1045 2.8856 -0.267
C 4.9635 0.4964 2.1791 -0.702
C 4.5798 -0.5629 1.2901 1.268
C 3.5351 -1.4386 1.7193 -0.934
C 3.1902 -2.7032 1.1395 0.833
C 1.9238 -3.2648 1.4850 -0.766
C 1.5029 -4.4402 0.8979 0.390
F 0.2516 -4.9229 1.2242 -0.296
C 2.2549 -5.1386 -0.0461 -0.734
C 3.4998 -4.5988 -0.3646 0.406
F 4.2543 -5.2431 -1.3206 -0.289
C 3.9894 -3.4232 0.1962 -1.033
C 5.2621 -0.6271 0.0283 -0.683
H 7.9662 1.3612 0.7916 0.500
H 4.3227 0.7502 3.0288 0.485
H 3.0613 -1.2065 2.6877 0.486
H 1.2861 -2.7529 2.2063 0.518
H 1.8599 -6.0238 -0.5310 0.528
H 4.9843 -3.0716 -0.0818 0.810
H 4.8476 -1.1820 -0.8176 1.015

5.
78
Properties=species:S:1:pos:R:3:mulliken_charge:R:1 method="wB97M-V/def2-TZVPD" homo_lumo_gap_ev=7.3 e_lumo_ev=-0.4
Sn 0.0533 1.0916 0.8767 0.786
O 3.9501 1.1192 -0.5530 -0.335
N 3.3781 0.0525 0.1111 0.156
C 3.8509 -0.1841 1.2627 0.088
C 3.4829 -1.3097 2.1405 0.428
C 4.3869 -1.5168 3.1893 -1.054
C 4.2610 -2.5823 4.0565 -0.747
C 3.2162 -3.4775 3.8867 -0.870
C 2.2994 -3.2691 2.8734 -0.041
C 2.3906 -2.1878 1.9962 0.635
P 1.0422 -1.9875 0.7500 0.075
C -0.4384 -2.2511 1.7857 0.705
C -1.6251 -2.6164 1.1507 -0.849
C -2.8265 -2.6188 1.8368 -0.698
C -2.8659 -2.2384 3.1706 -0.683
C -1.7001 -1.8411 3.8054 -0.745
C -0.4958 -1.8400 3.1166 -0.232
C 1.2555 -3.5638 -0.1575 0.160
C 2.2436 -3.5571 -1.1436 -0.486
C 2.5190 -4.7018 -1.8736 -0.596
C 1.7960 -5.8634 -1.6417 -0.489
C 0.8052 -5.8754 -0.6718 -0.750
C 0.5366 -4.7333 0.0700 -0.111
H 4.5955 1.5390 0.0424 0.302
H 4.6659 0.4420 1.6460 0.229
H 5.2140 -0.8277 3.3102 0.355
H 4.9790 -2.7179 4.8543 0.398
H 3.1084 -4.3297 4.5445 0.422
H 1.4712 -3.9588 2.7624 0.372
H -1.6239 -2.8589 0.0949 0.543
H -3.7351 -2.8807 1.3137 0.392
H -3.8067 -2.2307 3.7057 0.406
H -1.7245 -1.5197 4.8389 0.418
H 0.4034 -1.5181 3.6278 0.436
H 2.7951 -2.6440 -1.3388 0.358
H 3.2914 -4.6832 -2.6315 0.414
H 2.0008 -6.7550 -2.2199 0.376
H 0.2369 -6.7781 -0.4872 0.401
H -0.2299 -4.7610 0.8335 0.369
S -1.6487 3.2234 0.0470 -0.514
C -3.2391 2.9554 0.4815 0.159
N -4.2015 3.1697 -0.4763 0.072
C -5.5217 3.0540 -0.2423 -0.037
C -5.9362 2.6627 0.9910 -0.734
C -4.9162 2.3699 1.9215 0.066
N -3.6372 2.5047 1.6930 -0.416
H -3.8567 3.4123 -1.3964 0.246
H -6.1789 3.2687 -1.0727 0.431
H -6.9810 2.5565 1.2320 0.398
H -5.1813 1.9938 2.9044 0.410
I -2.5698 2.6531 -6.8344 0.055
C -2.5472 1.7873 -4.9333 -0.072
C -3.6940 1.1648 -4.4523 -0.460
C -3.6786 0.6111 -3.1834 -0.535
C -2.5302 0.6750 -2.3961 -0.014
C -1.3931 1.2806 -2.9016 0.258
C -1.3924 1.8442 -4.1711 -0.554
C -2.5854 0.1169 -0.9998 -0.143
O -3.6448 -0.3590 -0.6030 -0.695
O -1.5279 0.1899 -0.2572 0.173
H -4.5852 1.1131 -5.0631 0.382
H -4.5565 0.1272 -2.7771 0.526
H -0.4836 1.3301 -2.3199 0.400
H -0.4934 2.3173 -4.5414 0.450
C 2.8566 4.3707 -3.0576 -0.929
N 2.4927 4.0738 -1.6816 0.202
C 2.9194 4.8466 -0.6469 0.150
C 2.6182 4.5617 0.6310 -1.084
C 1.8053 3.3925 0.8936 0.827
O 1.4681 3.0357 2.0325 -0.734
N 1.3795 2.6463 -0.1738 0.239
C 1.6815 2.9525 -1.4652 -0.032
O 1.3108 2.2985 -2.4265 -0.690
H 3.3240 5.3524 -3.0879 0.321
H 1.9685 4.3663 -3.6851 0.276
H 3.5489 3.6216 -3.4416 0.288
H 3.5111 5.7093 -0.9250 0.321
H 2.9389 5.1839 1.4504 0.455

6.
80
Properties=species:S:1:pos:R:3:mulliken_charge:R:1 method="wB97M-V/def2-TZVPD" homo_lumo_gap_ev=7.3 e_lumo_ev=-0.6 relative_energy_kcal_mol=85.37
In 0.8693 0.6777 -1.2495 2.133
C 1.8087 3.7343 2.3165 -1.868
C 1.2010 2.6175 1.5232 -0.011
N 1.7117 2.2104 0.4106 1.050
N 2.9121 2.6893 0.0333 -1.543
C 3.1414 2.7982 -1.2463 0.607
N 4.4170 3.0374 -1.6303 -0.459
S 1.9414 2.7387 -2.4904 -0.501
C -0.0013 1.9579 2.0303 0.822
C -0.7570 2.4319 3.0408 -0.949
C -1.7921 1.6093 3.6450 -0.756
C -2.1587 0.4425 3.1151 -1.426
C -1.5723 -0.0028 1.8145 0.673
N -0.3596 0.7496 1.4119 0.338
H 2.7708 3.9968 1.8871 0.448
H 1.1636 4.6156 2.2922 0.325
H 1.9349 3.4385 3.3584 0.395
H 5.1118 3.2161 -0.9246 0.233
H 4.5771 3.3490 -2.5690 0.233
H -0.5680 3.4133 3.4520 0.508
H -2.2234 1.9507 4.5772 0.417
H -2.8640 -0.2216 3.6004 0.571
H -2.3169 -0.0124 1.0104 0.342
C 0.9875 0.6205 -5.9574 -1.082
C 2.0923 -0.2015 -6.1299 -0.517
C 2.5620 -0.9298 -5.0535 -1.010
C 1.9268 -0.8137 -3.8156 0.518
N 0.9030 0.0273 -3.6506 0.271
C 0.4394 0.7111 -4.6931 -0.033
C 2.4197 -1.5522 -2.6291 0.731
C 3.0547 -2.7863 -2.7849 -0.977
C 3.6145 -3.4237 -1.6912 -0.743
C 3.5530 -2.8323 -0.4380 -0.908
C 2.8757 -1.6302 -0.2725 -0.313
C 2.2954 -0.9883 -1.3571 0.066
H 0.5813 1.1957 -6.7772 0.430
H 2.5907 -0.2628 -7.0886 0.425
H 3.4360 -1.5573 -5.1507 0.498
H -0.4028 1.3679 -4.4995 0.317
H 3.0843 -3.2641 -3.7569 0.494
H 4.1017 -4.3819 -1.8196 0.392
H 4.0088 -3.3216 0.4146 0.428
H 2.8052 -1.1907 0.7141 0.343
C -0.9959 4.2635 -1.0746 -1.165
C -1.6035 3.0456 -1.6695 -0.023
N -1.1422 1.8127 -1.5615 0.496
C -2.0127 0.9877 -2.2219 -0.447
C -3.0283 1.7370 -2.7464 0.370
N -2.7458 3.0296 -2.3852 -0.060
C -4.2268 1.4390 -3.5693 0.436
O -4.4215 0.1833 -3.8674 -0.573
O -4.9422 2.3525 -3.9184 -0.645
C -1.7980 -0.4925 -2.1901 0.962
O -2.6144 -1.2161 -2.7871 -0.930
O -0.8068 -0.8779 -1.5084 -0.486
H -0.3199 3.9612 -0.2805 0.025
H -1.7667 4.9193 -0.6703 0.461
H -0.4166 4.8064 -1.8225 0.277
H -3.3337 3.8052 -2.6518 0.255
H -3.7156 -0.4231 -3.4485 0.398
N -4.4948 -6.6059 5.8050 -0.534
C -3.8299 -5.7857 5.3483 0.073
C -2.9841 -4.7830 4.7858 0.360
C -1.7562 -4.5007 5.3894 -1.052
C -0.9087 -3.5596 4.8486 -0.676
C -1.2732 -2.8601 3.6892 1.556
C -2.4987 -3.1588 3.0782 -0.003
C -3.3402 -4.1082 3.6190 -1.166
N -0.4586 -1.8949 3.1488 0.420
C 0.6858 -1.3174 3.6988 -0.424
C 1.2414 -0.4505 2.8555 -1.290
N 0.5215 -0.4229 1.6131 0.541
C -0.6806 -1.2759 1.8559 -1.596
H -1.4711 -5.0377 6.2837 0.442
H 0.0464 -3.3808 5.3208 0.341
H -2.7898 -2.6422 2.1723 0.481
H -4.2840 -4.3303 3.1401 0.439
H 1.0312 -1.5943 4.6799 0.432
H 2.1204 0.1550 2.9994 0.627
H -0.8631 -2.0042 1.0695 0.767